# 1
Molecular formula: C3H10NO2P
Method: DFT, ωB97M-V with the def2-TZVPD basis set

Element x y z (Å)
C -1.530 1.657 -0.064
C -0.782 0.186 0.367
N -1.679 -0.941 0.046
P 1.028 0.185 0.000
C 1.800 -1.471 0.045
O 1.861 1.112 0.806
O 1.031 0.603 -1.668
H -1.085 2.549 0.371
H -2.451 1.500 0.505
H -1.692 1.567 -1.159
H -0.809 0.336 1.540
H -2.551 -0.912 0.592
H -1.140 -1.798 0.184
H 2.788 -1.177 0.229
H 1.689 -2.006 0.926
H 1.580 -2.043 -0.862
H 1.941 0.654 -1.858

## Properties
- SMILES: C[C@@H](N)[P@](C)(=O)O
- Multiplicity: 1
- Frontier orbital gap: 10.3 eV
- E: -666.91150 hartree
- Energy above the lowest of the compared OMol25 structures with the same formula, charge and spin: 53.2 kcal per mole
- Largest force on an atom: 0.08162 hartree/bohr
- HOMO energy: -9.54 eV

=====

# 2
Molecular formula: C3H10NO2PS
Method: DFT, ωB97M-V with the def2-TZVPD basis set

Element x y z (Å)
C 0.496 1.769 -1.060
C 0.043 1.270 1.432
C 1.002 0.946 0.239
N -0.452 -2.698 0.538
O -0.795 -1.650 -1.842
O 0.932 -0.353 -0.096
P -1.064 -1.395 -0.389
S -2.957 -1.125 -0.030
H -0.593 1.576 -1.083
H 0.706 2.765 -1.199
H 0.946 1.114 -1.837
H -1.018 0.943 1.140
H -0.015 2.316 1.889
H 0.402 0.543 2.232
H 2.029 1.162 0.475
H -0.205 -2.278 1.460
H 0.517 -2.944 0.219
H 0.025 -1.962 -2.087

## Properties
- Multiplicity: 1
- Frontier orbital gap: 8.5 eV
- E: -1065.04912 hartree
- Energy above the lowest of the compared OMol25 structures with the same formula, charge and spin: 50.2 kcal per mole
- Largest force on an atom: 0.08646 hartree/bohr
- HOMO energy: -9.33 eV

=====

# 3
Molecular formula: C3H10NO2S
Method: DFT, ωB97M-V with the def2-TZVPD basis set

Element x y z (Å)
O -0.437 2.331 1.734
C -0.872 1.273 1.645
C -0.049 0.075 0.884
C -1.006 -0.355 -0.242
S -2.355 -1.422 0.086
N 1.249 0.374 0.270
H -1.614 0.798 2.302
H 0.214 -0.694 1.668
H -0.497 -0.735 -1.175
H -1.382 0.605 -0.758
H -1.973 -1.481 1.408
H 1.288 1.430 -0.125
H 1.439 -0.249 -0.552
H 1.988 0.253 1.026
H 0.522 -0.657 -2.894
H 2.111 -0.985 -2.917
O 1.373 -0.561 -2.361

## Properties
- Total charge: +1
- Multiplicity: 1
- Frontier orbital gap: 9.3 eV
- E: -723.41305 hartree
- Energy above the lowest of the compared OMol25 structures with the same formula, charge and spin: 42.4 kcal per mole
- Largest force on an atom: 0.11113 hartree/bohr
- HOMO energy: -12.85 eV

=====

# 4
Molecular formula: C3H10NO3
Method: DFT, ωB97M-V with the def2-TZVPD basis set

Element x y z (Å)
C 0.829 -0.853 0.658
O 1.639 -1.602 -0.030
C -0.226 0.079 -0.170
C -1.371 -0.827 -0.480
O -2.260 -0.327 -1.375
N -0.887 1.178 0.621
H 1.513 -0.328 1.383
H 0.191 -1.497 1.144
H 0.303 0.311 -1.033
H -1.254 -1.951 -0.837
H -2.188 -0.868 0.364
H -1.825 0.189 -2.095
H -1.533 1.553 -0.028
H -1.591 0.777 1.388
H 1.318 2.013 0.443
H 2.677 1.043 0.398
O 2.273 1.943 0.715

## Properties
- Total charge: -1
- Multiplicity: 1
- Frontier orbital gap: 5.9 eV
- E: -400.68591 hartree
- Energy above the lowest of the compared OMol25 structures with the same formula, charge and spin: 63.7 kcal per mole
- Largest force on an atom: 0.10461 hartree/bohr
- HOMO energy: -2.38 eV

=====

# 5
Molecular formula: C3H10NO3
Method: DFT, ωB97M-V with the def2-TZVPD basis set

Element x y z (Å)
C -1.384 -0.847 -0.381
C -0.865 0.543 -0.208
O -1.446 1.147 0.852
C 0.702 0.571 0.117
N 1.554 -0.686 -0.262
O 1.311 1.560 -0.601
O 0.945 0.646 1.439
H -0.916 -1.430 0.516
H -1.270 -1.316 -1.384
H -2.483 -0.751 -0.182
H -1.085 1.099 -1.105
H -2.451 1.133 0.926
H 1.695 -1.287 0.622
H 2.455 -0.468 -0.587
H 0.890 -1.256 -1.024
H 2.068 1.796 -0.119
H 0.137 1.005 1.835

## Properties
- Total charge: +1
- SMILES: C[C@@H](O)C([NH3+])(O)O
- Multiplicity: 1
- Frontier orbital gap: 11.6 eV
- E: -400.49706 hartree
- Energy above the lowest of the compared OMol25 structures with the same formula, charge and spin: 55.0 kcal per mole
- Largest force on an atom: 0.12002 hartree/bohr
- HOMO energy: -15.19 eV

=====

# 6
Molecular formula: C3H10NO3
Method: DFT, ωB97M-V with the def2-TZVPD basis set

Element x y z (Å)
C -1.142 1.240 -0.036
C -0.353 0.027 -0.552
N -0.684 -1.313 0.066
C 1.128 0.028 -0.030
O 1.817 1.132 -0.380
O 1.684 -1.166 -0.576
O 1.047 -0.121 1.300
H -1.241 1.272 1.066
H -2.066 1.281 -0.461
H -0.716 2.353 -0.228
H -0.476 -0.107 -1.628
H -1.471 -1.709 -0.460
H -0.995 -1.318 1.066
H 0.327 -1.720 0.033
H 1.592 1.491 -1.200
H 2.624 -1.415 -0.273
H 1.637 0.523 1.714

## Properties
- Total charge: +1
- SMILES: C[C@H]([NH3+])C(O)(O)O
- Multiplicity: 1
- Frontier orbital gap: 12.7 eV
- E: -400.51329 hartree
- Energy above the lowest of the compared OMol25 structures with the same formula, charge and spin: 44.8 kcal per mole
- Largest force on an atom: 0.07589 hartree/bohr
- HOMO energy: -15.86 eV